{"formula": "C8H32B2O8PtSSr", "method": "ωB97M-V with the def2-TZVPD basis set", "multiplicity": 3, "homo_ev": [-7.0, -7.0], "lumo_energy_ev": [-1.786, -1.793], "molar_mass_g_mol": 592.73, "symbols": ["Pt", "Sr", "B", "H", "H", "H", "H", "B", "H", "H", "H", "H", "S", "O", "O", "O", "O", "C", "C", "O", "H", "H", "H", "H", "H", "H", "C", "C", "O", "H", "H", "H", "H", "H", "H", "C", "C", "O", "H", "H", "H", "H", "H", "H", "C", "C", "O", "H", "H", "H", "H", "H", "H"], "coordinates": [[1.711, 0.750, 0.604], [-2.530, 1.710, 1.743], [1.962, -1.370, 1.451], [2.816, -0.895, 0.995], [1.091, -1.138, 0.857], [2.144, -2.425, 1.582], [1.746, -0.818, 2.353], [-0.538, 0.911, 0.125], [-1.552, 0.784, -0.219], [-0.411, 0.339, 1.031], [0.112, 0.491, -0.627], [-0.318, 1.938, 0.371], [0.747, 2.563, 3.380], [-0.675, 2.196, 3.382], [0.997, 4.020, 3.269], [1.044, 2.081, 4.727], [1.408, 1.846, 2.342], [-4.075, -1.718, -0.424], [-3.690, -1.789, 1.099], [-3.850, -0.539, 1.672], [-4.180, -2.757, -0.736], [-3.241, -1.278, -0.972], [-4.997, -1.176, -0.632], [-2.667, -2.105, 1.300], [-4.278, -2.564, 1.590], [-4.471, -0.687, 2.389], [1.175, -1.125, -2.654], [1.920, 0.199, -2.646], [2.589, 0.215, -1.374], [0.731, -1.475, -3.586], [0.355, -0.976, -1.952], [1.914, -1.869, -2.354], [1.257, 1.054, -2.780], [2.652, 0.263, -3.451], [3.389, -0.253, -1.623], [0.366, 4.602, -1.025], [1.477, 4.056, -0.175], [1.856, 2.782, -0.629], [0.132, 5.608, -0.676], [-0.624, 4.146, -1.016], [0.628, 4.821, -2.060], [1.162, 3.906, 0.857], [2.338, 4.725, -0.172], [2.246, 2.933, -1.494], [0.318, -3.867, -1.223], [-0.554, -3.339, -0.138], [0.125, -3.661, 1.061], [0.445, -4.935, -1.041], [1.296, -3.388, -1.197], [-0.065, -3.743, -2.236], [-1.526, -3.831, -0.185], [-0.666, -2.255, -0.142], [0.757, -2.965, 1.257]], "mulliken_spin": [1.33, 0.01, 0.11, 0.02, 0.09, 0.03, 0.01, 0.05, 0.04, 0.04, 0.04, 0.02, 0.00, 0.00, 0.01, 0.01, 0.08, 0.00, 0.00, 0.00, 0.00, 0.00, 0.00, 0.00, 0.00, 0.00, -0.01, 0.02, 0.04, 0.00, 0.00, 0.00, 0.00, 0.00, 0.00, 0.00, 0.00, 0.05, 0.00, 0.00, 0.00, 0.00, 0.00, 0.00, 0.00, 0.00, 0.00, 0.00, 0.00, 0.00, 0.00, 0.00, -0.01]}

{"formula": "C8H32ClN16O8", "method": "ωB97M-V with the def2-TZVPD basis set", "homo_ev": -6.6, "lumo_energy_ev": 1.678, "relative_energy_kcal_mol": 0.00, "molar_mass_g_mol": 515.90, "total_charge": -1, "symbols": ["Cl", "C", "O", "N", "N", "H", "H", "H", "H", "C", "O", "N", "N", "H", "H", "H", "H", "C", "O", "N", "N", "H", "H", "H", "H", "C", "O", "N", "N", "H", "H", "H", "H", "C", "O", "N", "N", "H", "H", "H", "H", "C", "O", "N", "N", "H", "H", "H", "H", "C", "O", "N", "N", "H", "H", "H", "H", "C", "O", "N", "N", "H", "H", "H", "H"], "coordinates": [[-0.003, 0.573, 0.158], [1.072, -0.786, -3.865], [2.022, -1.486, -3.693], [0.109, -0.593, -3.021], [0.843, -0.153, -4.976], [0.242, -1.075, -2.143], [-0.684, -0.045, -3.324], [1.639, 0.120, -5.535], [-0.072, 0.193, -5.225], [2.128, 2.919, -1.883], [2.633, 3.949, -2.254], [2.787, 2.057, -1.159], [0.984, 2.466, -2.363], [3.709, 2.369, -0.888], [2.307, 1.301, -0.692], [0.659, 1.585, -1.990], [0.420, 2.903, -3.078], [0.066, -3.963, 0.157], [0.260, -3.640, 1.305], [-0.001, -3.123, -0.808], [0.064, -5.169, -0.335], [0.186, -2.153, -0.598], [-0.074, -3.507, -1.739], [-0.256, -5.266, -1.288], [0.339, -5.972, 0.213], [3.321, -1.547, 0.213], [4.233, -2.273, 0.078], [2.840, -1.173, 1.346], [2.611, -1.081, -0.778], [1.984, -0.656, 1.487], [3.296, -1.725, 2.059], [2.752, -1.597, -1.635], [1.729, -0.603, -0.656], [2.610, 2.597, 2.566], [3.638, 3.008, 3.096], [1.945, 1.506, 2.853], [1.931, 3.356, 1.705], [2.414, 0.859, 3.470], [1.010, 1.339, 2.511], [1.196, 2.852, 1.230], [2.227, 4.318, 1.623], [-3.825, -1.826, 1.076], [-3.472, -2.100, 2.169], [-4.790, -2.370, 0.407], [-3.159, -0.891, 0.346], [-5.316, -3.067, 0.915], [-4.980, -2.199, -0.570], [-3.497, -0.795, -0.601], [-2.263, -0.594, 0.706], [-1.154, -0.327, 4.142], [-0.369, 0.476, 4.571], [-1.217, -0.658, 2.889], [-2.010, -0.987, 4.828], [-0.531, -0.396, 2.196], [-2.039, -1.198, 2.660], [-2.589, -1.680, 4.375], [-2.036, -0.658, 5.782], [-2.670, 3.665, -1.007], [-3.650, 4.402, -1.047], [-1.560, 3.989, -0.424], [-2.529, 2.475, -1.582], [-1.480, 4.965, -0.178], [-0.884, 3.239, -0.439], [-1.743, 1.858, -1.435], [-3.350, 1.993, -1.920]], "nbo_charge": [-0.89, 0.75, -0.67, -0.83, -0.84, 0.41, 0.39, 0.41, 0.38, 0.75, -0.70, -0.83, -0.87, 0.41, 0.41, 0.40, 0.40, 0.74, -0.66, -0.83, -0.83, 0.41, 0.37, 0.37, 0.41, 0.76, -0.69, -0.83, -0.89, 0.41, 0.40, 0.42, 0.38, 0.76, -0.71, -0.83, -0.86, 0.41, 0.41, 0.39, 0.41, 0.78, -0.68, -0.82, -0.85, 0.40, 0.39, 0.37, 0.44, 0.75, -0.71, -0.87, -0.83, 0.41, 0.40, 0.41, 0.40, 0.76, -0.70, -0.82, -0.86, 0.41, 0.41, 0.40, 0.38]}

{"formula": "C8H32HgO8", "method": "ωB97M-V with the def2-TZVPD basis set", "multiplicity": 2, "homo_ev": [-7.1, -13.1], "lumo_energy_ev": [-2.097, -2.481], "molar_mass_g_mol": 456.93, "total_charge": 1, "symbols": ["Hg", "C", "O", "H", "H", "H", "H", "C", "O", "H", "H", "H", "H", "C", "O", "H", "H", "H", "H", "C", "O", "H", "H", "H", "H", "C", "O", "H", "H", "H", "H", "C", "O", "H", "H", "H", "H", "C", "O", "H", "H", "H", "H", "C", "O", "H", "H", "H", "H"], "coordinates": [[8.122, -17.438, -5.070], [11.666, -17.400, -5.651], [10.362, -16.810, -5.838], [11.514, -18.268, -5.009], [12.300, -17.642, -6.505], [12.309, -16.787, -5.019], [10.572, -16.007, -6.321], [7.869, -19.056, -2.197], [8.703, -18.876, -3.278], [8.005, -18.337, -1.389], [6.904, -18.915, -2.685], [7.880, -20.101, -1.887], [9.571, -19.210, -3.042], [8.240, -16.712, -8.507], [7.903, -17.548, -7.401], [8.932, -15.877, -8.399], [8.717, -17.295, -9.295], [7.315, -16.289, -8.898], [7.599, -18.356, -7.820], [5.022, -16.378, -4.467], [6.350, -16.583, -4.068], [4.626, -15.427, -4.112], [4.924, -16.408, -5.553], [4.299, -17.094, -4.076], [6.416, -16.189, -3.195], [9.748, -20.071, -7.077], [9.217, -19.590, -5.805], [10.156, -21.081, -7.069], [8.863, -20.130, -7.710], [10.372, -19.413, -7.681], [9.198, -20.378, -5.257], [9.679, -15.511, -2.416], [9.033, -15.676, -3.654], [10.758, -15.374, -2.478], [9.221, -14.645, -1.936], [9.616, -16.451, -1.869], [9.316, -14.886, -4.121], [6.133, -20.387, -5.106], [6.390, -19.044, -5.589], [6.907, -20.809, -4.465], [5.225, -20.451, -4.507], [5.927, -21.175, -5.831], [5.606, -18.868, -6.114], [6.716, -14.053, -6.082], [7.823, -14.875, -6.022], [6.270, -13.919, -5.096], [6.816, -13.053, -6.504], [5.969, -14.507, -6.733], [8.604, -14.316, -6.011]], "mulliken_spin": [1.05, 0.01, -0.09, 0.01, 0.01, 0.01, 0.02, 0.04, -0.12, 0.00, 0.00, 0.01, 0.01, 0.01, 0.00, 0.01, 0.00, 0.00, 0.00, 0.02, 0.03, 0.01, -0.01, 0.01, 0.00, 0.01, 0.00, 0.00, 0.00, 0.00, 0.00, 0.00, -0.18, 0.01, 0.01, 0.00, 0.03, 0.01, -0.01, 0.01, 0.00, 0.00, 0.00, 0.01, 0.05, 0.00, 0.00, 0.00, 0.01]}

{"formula": "C8H32N2O7", "method": "ωB97M-V with the def2-TZVPD basis set", "smiles": "COC[C@H](C)N.COC[C@H](C)N.O.O.O.O.O", "homo_ev": -9.0, "lumo_energy_ev": 0.187, "relative_energy_kcal_mol": 13.41, "molar_mass_g_mol": 268.35, "symbols": ["C", "O", "C", "C", "C", "N", "H", "H", "H", "H", "H", "H", "H", "H", "H", "H", "H", "C", "O", "C", "C", "C", "N", "H", "H", "H", "H", "H", "H", "H", "H", "H", "H", "H", "O", "H", "H", "O", "H", "H", "O", "H", "H", "O", "H", "H", "O", "H", "H"], "coordinates": [[-1.202, -1.564, 3.507], [-0.022, -2.203, 3.937], [1.152, -1.701, 3.356], [2.359, -2.278, 4.062], [2.394, -1.859, 5.538], [3.622, -1.810, 3.443], [-1.742, -2.190, 2.786], [-1.005, -0.604, 3.021], [-1.827, -1.428, 4.388], [1.199, -1.973, 2.287], [1.229, -0.602, 3.351], [2.342, -3.369, 4.030], [1.469, -2.172, 6.032], [2.455, -0.778, 5.665], [3.194, -2.399, 6.044], [3.445, -1.433, 2.516], [4.008, -1.056, 3.996], [-4.165, 2.934, -2.930], [-3.013, 2.585, -3.638], [-1.875, 2.491, -2.796], [-0.615, 2.598, -3.619], [0.532, 1.914, -2.903], [-0.308, 4.035, -3.839], [-4.161, 3.985, -2.614], [-4.308, 2.297, -2.047], [-5.037, 2.807, -3.572], [-1.882, 3.301, -2.053], [-1.924, 1.559, -2.211], [-0.788, 2.112, -4.584], [0.510, 1.968, -1.804], [1.509, 2.271, -3.217], [0.415, 0.826, -3.001], [0.605, 4.111, -4.277], [-0.967, 4.355, -4.545], [-0.599, -0.649, -0.510], [-0.702, -0.568, 0.443], [0.177, -0.110, -0.705], [-3.961, -1.586, 0.583], [-4.544, -1.828, -0.142], [-3.179, -2.131, 0.455], [2.487, -0.165, 0.712], [2.468, -0.488, -0.205], [3.287, 0.366, 0.758], [0.199, -1.979, -3.082], [-0.562, -1.672, -2.570], [0.169, -2.939, -3.018], [2.547, -0.978, -1.981], [2.894, -0.580, -2.783], [1.726, -1.422, -2.261]], "nbo_charge": [-0.24, -0.55, -0.07, -0.07, -0.62, -0.84, 0.16, 0.16, 0.19, 0.17, 0.16, 0.18, 0.22, 0.20, 0.21, 0.37, 0.35, -0.25, -0.55, -0.07, -0.08, -0.62, -0.83, 0.17, 0.17, 0.19, 0.18, 0.17, 0.18, 0.21, 0.21, 0.21, 0.35, 0.36, -0.97, 0.48, 0.48, -0.94, 0.47, 0.47, -0.98, 0.50, 0.47, -0.96, 0.50, 0.48, -0.99, 0.48, 0.50]}